1.
{
  "formula": "C2H4OS2",
  "method": "wB97M-V/def2-TZVPD",
  "homo_lumo_gap_ev": [8.6, 6.8],
  "homo_ev": [-7.753, -9.908],
  "e_above_lowest_kcal_mol": 20.7,
  "multiplicity": 3,
  "lumo_ev": [0.83, -3.15],
  "total_energy_ha": -950.0719,
  "species": ["C", "C", "O", "S", "S", "H", "H", "H", "H"],
  "xyz": [[0.574, 0.932, -0.781], [0.595, -0.381, -0.909], [-1.609, -1.769, 1.611], [-1.031, 1.017, 1.476], [-1.052, -0.688, 2.360], [1.544, 1.327, -0.488], [-0.211, 1.479, -1.255], [-0.239, -0.896, -1.196], [1.429, -1.022, -0.818]],
  "atomic_forces_ev_per_a": [[1.556, -0.302, -0.230], [0.392, 0.028, 0.040], [-1.357, -2.879, -2.274], [0.112, 2.705, -1.350], [1.391, 0.296, 3.621], [-0.482, 0.887, -0.008], [-0.392, 0.657, 0.399], [-2.287, -1.188, -0.918], [1.067, -0.204, 0.720]]
}

2.
{
  "formula": "C17H19N3O7S",
  "method": "wB97M-V/def2-TZVPD",
  "homo_lumo_gap_ev": 9.1,
  "homo_ev": -9.147,
  "e_above_lowest_kcal_mol": 62.3,
  "multiplicity": 1,
  "lumo_ev": -0.03,
  "smiles": "Cc1cc(NC(=O)COC(=O)c2cccc(S(=O)(=O)N3CCOCC3)c2)no1",
  "total_energy_ha": -1748.3199,
  "species": ["C", "C", "C", "C", "N", "C", "O", "C", "O", "C", "O", "C", "C", "C", "C", "C", "S", "O", "O", "N", "C", "C", "O", "C", "C", "C", "N", "O", "H", "H", "H", "H", "H", "H", "H", "H", "H", "H", "H", "H", "H", "H", "H", "H", "H", "H", "H"],
  "xyz": [[3.288, 1.771, 6.138], [2.427, 2.501, 5.178], [1.816, 2.117, 4.019], [1.144, 3.293, 3.599], [0.355, 3.502, 2.484], [0.077, 2.574, 1.530], [0.494, 1.443, 1.519], [-0.835, 3.118, 0.418], [-1.214, 2.048, -0.420], [-2.054, 1.161, 0.140], [-2.615, 1.352, 1.189], [-2.206, -0.064, -0.682], [-3.192, -0.988, -0.341], [-3.326, -2.164, -1.058], [-2.455, -2.438, -2.103], [-1.470, -1.523, -2.423], [-0.273, -1.914, -3.710], [0.174, -0.685, -4.291], [-0.840, -2.931, -4.545], [1.033, -2.591, -2.951], [1.932, -1.747, -2.198], [1.645, -1.830, -0.694], [1.638, -3.173, -0.256], [0.660, -3.931, -0.931], [0.921, -3.937, -2.442], [-1.341, -0.333, -1.740], [1.349, 4.279, 4.442], [2.145, 3.792, 5.424], [2.822, 1.755, 7.121], [4.251, 2.271, 6.233], [3.440, 0.753, 5.793], [1.822, 1.168, 3.530], [-0.042, 4.429, 2.427], [-0.292, 3.826, -0.211], [-1.720, 3.593, 0.859], [-3.843, -0.763, 0.490], [-4.100, -2.871, -0.801], [-2.529, -3.345, -2.683], [1.817, -0.732, -2.574], [2.956, -2.088, -2.390], [2.431, -1.332, -0.125], [0.680, -1.357, -0.459], [0.728, -4.942, -0.525], [-0.340, -3.521, -0.722], [0.117, -4.427, -2.989], [1.864, -4.458, -2.643], [-0.579, 0.372, -2.030]],
  "atomic_forces_ev_per_a": [[-0.068, 0.271, 0.054], [-0.360, -0.239, -0.706], [0.203, 0.203, 0.432], [0.623, -0.039, 0.882], [-0.045, 0.426, 0.153], [-0.302, 0.311, -0.330], [0.128, -0.186, 0.047], [-0.080, -0.131, 0.206], [0.126, 0.107, -0.226], [-0.276, -0.002, 0.297], [0.089, 0.004, -0.166], [0.098, -0.280, -0.199], [0.110, 0.187, 0.023], [0.071, -0.003, -0.035], [-0.065, -0.065, -0.047], [0.373, -0.149, -0.573], [0.252, -0.176, 0.023], [0.003, 0.168, 0.315], [-0.151, -0.120, 0.285], [-0.751, 0.416, -0.642], [0.205, 0.370, 0.484], [0.069, 0.189, -0.182], [0.188, -0.087, 0.068], [-0.084, -0.145, -0.227], [-0.204, -0.480, 0.405], [-0.139, 0.220, 0.134], [-0.801, 0.415, -1.035], [0.493, -0.543, 0.498], [0.004, -0.058, 0.064], [0.080, -0.032, 0.014], [0.015, -0.041, -0.001], [0.050, -0.216, -0.034], [-0.062, -0.106, -0.109], [-0.052, -0.060, 0.086], [0.188, -0.005, -0.068], [-0.049, 0.010, 0.064], [-0.061, -0.051, 0.013], [-0.077, -0.124, -0.031], [0.210, 0.059, 0.106], [-0.080, 0.071, -0.015], [-0.082, 0.074, -0.066], [0.139, -0.037, 0.019], [-0.099, 0.032, -0.072], [0.108, -0.083, 0.008], [0.092, -0.211, 0.083], [-0.097, 0.019, -0.023], [0.067, 0.117, 0.024]]
}

3.
{
  "formula": "C36H55ClFN10O7P2RbS",
  "method": "wB97M-V/def2-TZVPD",
  "homo_lumo_gap_ev": 5.1,
  "homo_ev": -1.649,
  "e_above_lowest_kcal_mol": 32.6,
  "multiplicity": 1,
  "lumo_ev": 3.42,
  "total_energy_ha": -4143.9773,
  "charge": -2,
  "species": ["Rb", "O", "C", "C", "C", "C", "C", "C", "C", "N", "N", "C", "O", "C", "C", "C", "C", "C", "C", "H", "H", "H", "H", "H", "H", "H", "H", "H", "H", "O", "Cl", "O", "O", "O", "C", "N", "C", "C", "N", "C", "S", "H", "H", "H", "H", "H", "H", "H", "H", "C", "N", "C", "N", "C", "N", "C", "P", "C", "C", "H", "H", "H", "H", "H", "H", "H", "H", "H", "H", "H", "H", "H", "F", "O", "P", "N", "C", "C", "C", "C", "N", "C", "C", "C", "C", "N", "C", "C", "C", "C", "H", "H", "H", "H", "H", "H", "H", "H", "H", "H", "H", "H", "H", "H", "H", "H", "H", "H", "H", "H", "H", "H", "H", "H"],
  "xyz": [[0.038, -0.300, -0.079], [-0.321, 1.459, 2.331], [-0.129, 1.399, 3.585], [-0.672, 2.398, 4.462], [-0.512, 2.388, 5.831], [0.219, 1.378, 6.455], [0.779, 0.401, 5.640], [0.615, 0.360, 4.259], [1.306, -0.779, 3.604], [0.794, -1.655, 2.841], [1.656, -2.743, 2.609], [2.237, -2.765, 1.443], [2.163, -1.956, 0.469], [3.131, -3.975, 1.243], [4.104, -3.929, 0.246], [4.925, -5.022, -0.001], [4.771, -6.191, 0.733], [3.800, -6.247, 1.729], [2.995, -5.146, 1.987], [-1.227, 3.202, 3.993], [-0.957, 3.184, 6.423], [0.365, 1.363, 7.528], [1.375, -0.386, 6.098], [2.342, -0.936, 3.933], [4.189, -3.011, -0.323], [5.686, -4.962, -0.772], [5.405, -7.049, 0.539], [3.677, -7.154, 2.310], [2.245, -5.161, 2.768], [2.985, 0.157, -3.775], [1.824, 0.854, -4.284], [0.960, -0.093, -4.949], [2.253, 1.869, -5.229], [1.121, 1.496, -3.197], [5.878, 2.651, -0.871], [4.769, 3.422, -1.371], [4.279, 3.183, -2.731], [3.048, 4.085, -2.789], [2.752, 4.292, -1.374], [3.758, 3.853, -0.572], [3.709, 3.866, 1.088], [5.682, 1.577, -0.960], [6.022, 2.891, 0.179], [6.781, 2.892, -1.436], [4.018, 2.129, -2.865], [5.032, 3.459, -3.469], [2.219, 3.626, -3.312], [3.289, 5.045, -3.258], [1.819, 4.244, -1.001], [2.162, -5.242, -2.712], [0.768, -5.108, -2.115], [-0.260, -5.254, -3.227], [-0.016, -4.353, -4.299], [1.348, -4.516, -4.791], [2.362, -4.313, -3.767], [2.345, -2.905, -3.273], [0.727, -2.316, -2.504], [0.607, -3.797, -1.393], [-0.298, -2.948, -3.914], [2.238, -6.269, -3.083], [2.865, -5.079, -1.896], [0.634, -5.861, -1.441], [-1.233, -5.056, -2.776], [-0.189, -6.290, -3.570], [1.512, -3.797, -5.593], [1.455, -5.532, -5.190], [2.593, -2.246, -4.105], [3.139, -2.795, -2.531], [-0.377, -3.766, -0.930], [1.399, -3.729, -0.652], [-0.108, -2.309, -4.777], [-1.339, -2.852, -3.611], [-1.447, -2.140, -1.526], [-2.373, 0.569, 0.017], [-3.204, 1.635, 0.590], [-4.667, 1.773, -0.226], [-5.272, 3.052, -0.597], [-5.966, 2.785, -1.945], [-5.243, 1.551, -2.485], [-5.009, 0.743, -1.214], [-3.574, 1.352, 2.185], [-3.167, 0.073, 2.790], [-3.663, 0.176, 4.246], [-4.499, 1.468, 4.301], [-4.796, 1.778, 2.834], [-2.519, 3.147, 0.524], [-1.182, 3.315, -0.084], [-0.522, 4.393, 0.778], [-1.706, 5.207, 1.295], [-2.736, 4.123, 1.591], [-4.496, 3.815, -0.693], [-5.991, 3.398, 0.155], [-5.916, 3.649, -2.609], [-7.021, 2.548, -1.783], [-4.278, 1.826, -2.915], [-5.818, 1.010, -3.239], [-4.202, 0.017, -1.293], [-5.931, 0.219, -0.926], [-2.089, -0.042, 2.709], [-3.641, -0.771, 2.274], [-2.822, 0.225, 4.938], [-4.267, -0.695, 4.506], [-3.895, 2.277, 4.716], [-5.405, 1.371, 4.902], [-4.995, 2.838, 2.660], [-5.672, 1.212, 2.474], [-1.269, 3.616, -1.134], [-0.605, 2.394, -0.037], [0.193, 5.005, 0.226], [-0.003, 3.903, 1.603], [-2.079, 5.874, 0.511], [-1.472, 5.806, 2.176], [-3.763, 4.506, 1.578], [-2.553, 3.666, 2.567]],
  "atomic_forces_ev_per_a": [[0.385, 0.004, 0.329], [0.167, -0.122, -0.065], [-0.093, -0.049, -0.001], [-0.012, 0.071, 0.048], [0.006, -0.049, -0.024], [-0.003, 0.013, -0.014], [0.005, 0.025, -0.006], [-0.036, 0.036, -0.049], [-0.062, 0.025, 0.174], [0.167, 0.107, -0.207], [0.027, -0.064, 0.020], [-0.084, 0.044, -0.087], [0.220, -0.108, 0.134], [0.003, -0.018, -0.019], [-0.020, -0.006, 0.026], [0.008, -0.028, -0.004], [0.002, 0.027, -0.014], [-0.015, 0.012, 0.008], [-0.002, -0.046, 0.006], [0.015, 0.001, -0.021], [0.001, 0.002, 0.005], [-0.004, -0.004, 0.000], [-0.001, -0.004, -0.003], [-0.030, -0.041, 0.045], [-0.005, 0.011, -0.010], [-0.002, 0.003, -0.001], [0.001, -0.001, -0.004], [-0.007, 0.003, 0.004], [-0.001, -0.003, -0.002], [0.014, 0.065, 0.030], [0.110, 0.065, -0.161], [-0.036, 0.011, -0.017], [-0.020, -0.052, 0.055], [-0.007, -0.070, 0.038], [0.009, -0.021, 0.012], [-0.001, -0.005, 0.004], [-0.032, -0.006, 0.035], [0.064, 0.115, 0.042], [-0.055, -0.093, 0.055], [-0.060, 0.017, -0.091], [0.079, 0.037, 0.080], [-0.023, 0.009, -0.008], [0.012, 0.012, -0.011], [0.006, -0.006, -0.001], [0.033, -0.006, -0.004], [0.014, -0.015, -0.017], [-0.062, -0.104, -0.055], [-0.018, -0.006, -0.004], [0.028, 0.081, -0.050], [0.020, 0.031, -0.047], [-0.003, -0.005, 0.018], [-0.039, 0.005, -0.031], [0.013, -0.011, -0.009], [-0.004, -0.002, 0.012], [0.000, -0.021, 0.020], [0.000, -0.055, -0.009], [0.102, -0.075, -0.230], [0.007, 0.078, -0.025], [-0.023, -0.003, 0.028], [-0.007, -0.002, 0.001], [0.003, 0.002, 0.021], [0.001, 0.003, 0.003], [0.003, -0.002, 0.009], [0.007, -0.003, 0.004], [-0.003, 0.008, 0.003], [0.002, -0.003, -0.006], [0.007, -0.017, -0.003], [0.023, 0.008, 0.007], [-0.026, -0.002, -0.015], [0.016, -0.004, 0.023], [-0.010, -0.019, 0.001], [-0.003, 0.005, 0.012], [-0.069, -0.184, -0.074], [-0.572, 0.155, -0.157], [0.093, 0.177, 0.328], [-0.014, 0.059, -0.039], [0.008, -0.001, -0.058], [-0.016, 0.000, 0.009], [0.005, 0.005, 0.015], [-0.043, -0.031, 0.014], [-0.121, -0.174, -0.062], [0.100, 0.015, -0.004], [0.017, 0.017, -0.004], [-0.002, 0.030, -0.004], [-0.009, 0.019, 0.021], [-0.083, -0.052, -0.076], [0.138, 0.057, 0.067], [-0.019, 0.003, -0.019], [-0.002, -0.021, 0.015], [0.037, 0.036, 0.003], [0.002, 0.004, -0.001], [0.000, -0.003, 0.005], [0.007, 0.004, 0.000], [-0.001, 0.003, -0.005], [0.000, 0.001, -0.004], [-0.006, -0.001, 0.000], [-0.001, 0.010, -0.006], [0.005, -0.010, 0.007], [-0.002, -0.004, 0.013], [-0.016, 0.010, 0.006], [0.003, 0.005, 0.002], [0.007, -0.004, 0.003], [-0.004, -0.010, 0.004], [-0.004, 0.000, -0.008], [-0.014, 0.007, -0.011], [0.005, -0.009, 0.005], [-0.041, 0.030, 0.011], [-0.132, 0.053, 0.025], [0.002, -0.010, -0.002], [-0.011, -0.001, 0.005], [-0.015, 0.011, 0.013], [0.014, -0.011, 0.005], [0.005, 0.019, -0.040], [-0.017, 0.014, 0.013]]
}

4.
{
  "formula": "C2ClI3O",
  "method": "wB97M-V/def2-TZVPD",
  "homo_lumo_gap_ev": 8.5,
  "homo_ev": -9.599,
  "e_above_lowest_kcal_mol": 4.2,
  "multiplicity": 1,
  "lumo_ev": -1.10,
  "total_energy_ha": -1504.6941,
  "species": ["C", "C", "O", "Cl", "I", "I", "I"],
  "xyz": [[0.883, 0.077, 0.286], [-0.550, 0.116, -0.138], [1.520, 0.848, 0.900], [1.797, -1.269, -0.550], [-0.803, -0.433, -2.138], [-1.529, -1.378, 1.092], [-1.317, 2.039, 0.547]],
  "atomic_forces_ev_per_a": [[1.636, -0.487, -1.437], [-0.810, 0.219, 1.336], [-0.406, 0.148, 0.592], [0.040, -0.009, 0.774], [-0.588, 0.552, -0.704], [0.107, -0.068, 0.060], [0.020, -0.355, -0.621]]
}